No. 1
{"formula": "C23H57N9O7P3S", "method": "the ωB97M-V functional and the def2-TZVPD basis", "symbols": ["C", "P", "C", "C", "C", "C", "C", "C", "C", "N", "C", "C", "C", "C", "S", "O", "O", "O", "N", "C", "C", "N", "N", "N", "C", "P", "O", "O", "C", "O", "C", "N", "H", "H", "H", "H", "H", "H", "H", "H", "H", "H", "H", "H", "H", "H", "H", "H", "H", "H", "H", "H", "H", "H", "H", "H", "H", "H", "H", "H", "H", "H", "H", "H", "H", "H", "H", "H", "H", "H", "H", "O", "P", "N", "C", "C", "N", "C", "C", "N", "C", "C", "H", "H", "H", "H", "H", "H", "H", "H", "H", "H", "H", "H", "H", "H", "H", "H", "H", "H"], "coordinates": [[5.84795, 0.50497, -1.41410], [4.21465, 0.25536, -0.61162], [4.06682, 1.22634, 0.93323], [2.84989, 0.71094, -1.79648], [1.95789, 1.86524, -1.32487], [0.79278, 2.29283, -2.26627], [1.22692, 3.16030, -3.46104], [2.62279, 3.79890, -3.39918], [2.71545, 5.04939, -2.51692], [1.66552, 6.00871, -2.82672], [-0.02814, 3.22211, -1.35031], [-1.26442, 3.90279, -1.96232], [-2.29135, 4.19818, -0.86327], [-3.66598, 4.62737, -1.43608], [-4.98423, 3.50571, -1.05085], [-5.57886, 3.89078, 0.18983], [-5.85255, 3.45142, -2.18555], [-4.26245, 2.09407, -0.89202], [0.03540, 1.03353, -2.69759], [-0.97876, 0.58719, -1.68350], [-1.77543, -0.69684, -1.92770], [-2.80147, -0.62318, -0.84418], [-2.53566, -0.61714, -3.16384], [-1.06659, -1.95937, -1.77763], [1.00489, 0.04712, -3.26668], [0.29502, -1.17148, -4.52076], [-0.32934, -0.02504, -5.51487], [1.68695, -1.58746, -5.25555], [2.06567, -0.50732, -2.31362], [1.66836, -1.49540, -1.36613], [1.28916, -1.07733, -0.21547], [0.97876, -0.66422, 0.81672], [5.98698, 1.50954, -1.81905], [5.94496, -0.26016, -2.17842], [6.60969, 0.34931, -0.65322], [3.76484, 2.26602, 0.78702], [5.00248, 1.21209, 1.48772], [3.31111, 0.75810, 1.56153], [3.37476, 1.07069, -2.68880], [2.51942, 2.72982, -0.99264], [1.43722, 1.53691, -0.42070], [1.19708, 2.59691, -4.40207], [0.54354, 3.98820, -3.64045], [2.82903, 4.15783, -4.41109], [3.43412, 3.11647, -3.15298], [2.72174, 4.82768, -1.44962], [3.69471, 5.49713, -2.72884], [1.57797, 6.72986, -2.12873], [1.74988, 6.39433, -3.75515], [0.65784, 4.01652, -1.05815], [-0.30648, 2.76034, -0.40210], [-0.98149, 4.87996, -2.35694], [-1.74137, 3.34018, -2.77075], [-1.89780, 4.92468, -0.15485], [-2.42960, 3.27993, -0.28950], [-3.95306, 5.55273, -0.94397], [-3.57929, 4.78469, -2.50665], [-4.88579, 1.49564, -0.45028], [-0.51058, 1.35342, -3.50612], [-0.61115, 0.66527, -0.66529], [-1.78095, 1.32526, -1.72214], [-3.39896, -1.43653, -0.89901], [-2.37273, -0.53442, 0.07154], [-3.36764, -0.06264, -3.01004], [-2.76570, -1.53882, -3.50593], [-1.25170, -2.34461, -0.86289], [-1.34360, -2.65042, -2.46145], [1.64185, 0.62176, -3.94867], [-1.12433, -0.38215, -5.92914], [1.94414, -0.93771, -5.92828], [2.76516, -1.01427, -2.97652], [0.67079, -2.94672, 6.09431], [-0.52690, -3.64317, 5.52075], [-0.07538, -5.28783, 5.65764], [0.60126, -6.11110, 4.68297], [0.03770, -5.78874, 7.01949], [-0.46757, -2.94288, 3.93815], [-0.41255, -3.67673, 2.69793], [0.28734, -1.70002, 3.80291], [-2.17554, -4.00948, 5.34564], [-2.77015, -5.31019, 5.10973], [-3.07781, -2.89448, 5.07384], [0.11965, -7.09572, 4.62581], [1.65987, -6.26201, 4.92742], [0.55819, -5.70123, 3.67840], [-0.94333, -5.80763, 7.51195], [0.70856, -5.17146, 7.62620], [0.42126, -6.80772, 7.03024], [0.60421, -4.01824, 2.46098], [-0.73808, -3.03392, 1.86989], [-1.09062, -4.53237, 2.69128], [1.36633, -1.88127, 3.71709], [0.12005, -1.04572, 4.65439], [-0.03522, -1.15608, 2.91724], [-2.54855, -5.68838, 4.10700], [-3.85578, -5.24636, 5.20739], [-2.45422, -6.05205, 5.83950], [-3.24084, -2.76916, 3.99772], [-2.67279, -1.96223, 5.46544], [-4.04577, -3.04515, 5.55670]], "atomic_forces_ev_per_a": [[-0.618, 1.078, 0.070], [-0.007, -2.385, 0.889], [-0.343, 0.777, -0.406], [0.608, 1.273, 0.142], [-0.966, -1.209, 0.102], [1.025, 1.465, 1.683], [0.464, -0.684, -1.003], [-0.339, 0.559, 0.027], [0.674, 0.463, -0.401], [-0.605, -0.680, 0.307], [-0.713, 0.230, -0.350], [-0.067, 0.575, 0.590], [-0.291, -0.794, -0.070], [1.465, -0.080, 0.724], [-1.633, 1.042, -0.650], [0.516, -0.350, 0.424], [0.251, -0.283, -0.238], [0.276, 0.151, -0.074], [-0.146, 0.414, -0.368], [-0.821, 0.428, -0.097], [-1.944, -1.102, 1.523], [0.392, 0.955, -0.072], [1.177, 0.103, -0.489], [0.385, 0.232, -0.699], [0.214, -0.513, -0.545], [-0.748, -1.211, 0.506], [0.364, 0.227, 0.091], [-0.066, 0.605, -0.064], [0.666, 0.971, -0.712], [-0.087, -0.144, 0.142], [0.320, 0.173, 0.036], [-0.184, -0.042, -0.207], [0.171, -0.074, -0.214], [0.105, 0.048, -0.097], [-0.022, -0.155, 0.051], [0.186, 0.098, 0.108], [0.135, -0.092, -0.153], [-0.027, -0.131, -0.077], [0.019, -0.123, -0.086], [0.156, 0.107, -0.369], [0.226, -0.063, 0.154], [-0.033, -0.213, 0.109], [-0.238, -0.107, 0.275], [0.033, -0.134, -0.077], [-0.068, -0.121, 0.056], [-0.240, -0.039, 0.032], [0.156, -0.193, 0.192], [0.125, 0.197, -0.152], [0.122, 0.219, 0.073], [0.129, -0.005, -0.094], [0.032, -0.293, -0.098], [0.137, -0.170, -0.422], [0.061, -0.150, 0.009], [-0.016, 0.176, -0.113], [0.006, 0.089, 0.137], [-0.410, 0.027, -0.181], [-0.412, -0.127, -0.094], [0.107, -0.102, 0.040], [-0.120, -0.307, -0.050], [0.548, -0.434, -0.141], [0.214, 0.250, -0.113], [0.094, -0.130, 0.162], [-0.128, -0.285, 0.101], [-0.076, -0.054, -0.022], [-0.211, 0.037, -0.027], [0.093, 0.046, 0.067], [0.150, 0.048, -0.129], [-0.161, 0.299, 0.076], [-0.074, 0.193, -0.040], [0.230, -0.093, 0.010], [-0.148, -0.439, 0.129], [-2.246, 0.931, 2.115], [2.229, -2.709, -4.291], [-0.328, -0.156, -0.101], [0.070, -0.004, -0.228], [-0.140, 0.387, 0.260], [0.395, 0.590, 0.058], [-0.622, -0.178, -0.083], [0.239, -0.020, 0.281], [-0.263, 1.518, 1.558], [0.052, -0.474, 0.478], [-0.017, 0.071, 0.060], [0.080, -0.022, 0.069], [-0.008, 0.012, 0.008], [-0.008, 0.129, 0.098], [0.056, 0.008, 0.056], [0.007, -0.042, 0.001], [-0.015, -0.015, -0.170], [-0.025, -0.010, -0.062], [0.044, 0.082, 0.044], [0.090, -0.088, 0.149], [0.014, 0.102, -0.006], [0.088, -0.116, 0.095], [-0.110, -0.196, -0.094], [0.063, 0.004, 0.010], [0.026, 0.221, -0.025], [0.140, -0.008, -0.083], [0.011, 0.001, -0.001], [0.062, 0.015, -0.076], [0.043, -0.073, 0.037]], "mulliken_charge": [-1.1302, 0.0823, -0.9799, -0.4578, -2.8004, 2.1659, -0.5130, -0.8892, -0.9007, -0.3995, -2.9030, -1.3300, -1.0294, -0.9905, 1.2266, -0.6287, -0.6480, -0.3626, 0.7398, -0.9835, -0.0251, -0.6060, -0.4009, -0.1058, -0.1495, 0.1283, -0.5932, -0.5245, -0.8697, -0.4573, 0.5354, -0.3257, 0.3324, 0.3679, 0.4103, 0.2683, 0.4386, 0.2150, 0.6559, 0.5310, 0.5954, 0.4034, 0.4843, 0.5657, 0.0067, 0.4059, 0.4487, 0.2162, 0.2048, 1.2825, 0.8442, 0.7901, 0.5532, 0.5086, 0.4793, 0.4346, 0.4760, 0.3245, 0.9214, 0.2864, -0.1097, 0.2674, 0.2324, 0.2242, 0.3512, 0.2088, 0.3205, 0.6572, 0.3503, 0.3283, 0.8520, -0.8719, 0.7151, 0.2301, -0.9797, -1.1676, 0.2731, -0.6351, -1.0898, 0.0535, -0.7963, -1.0088, 0.3453, 0.3385, 0.2819, 0.3508, 0.2974, 0.4003, 0.3170, -0.1040, 0.2403, 0.2554, 0.4030, 0.3244, 0.2161, 0.3651, 0.2498, 0.2867, 0.3307, 0.3703], "lumo_energy_ev": -2.29, "homo_lumo_gap_ev": 7.2, "total_charge": 1}


No. 2
{"formula": "C4H8O4", "method": "the ωB97M-V functional and the def2-TZVPD basis", "symbols": ["C", "C", "C", "C", "O", "O", "O", "O", "H", "H", "H", "H", "H", "H", "H", "H"], "coordinates": [[1.30773, 0.24437, -0.65081], [-0.87716, -0.44580, -0.89716], [-1.15424, 0.67459, 1.58877], [-0.14748, -0.23235, 0.95204], [1.07133, 0.82972, 0.47634], [1.95866, -0.92322, -0.69100], [1.52611, 1.01593, -1.70739], [0.27971, -1.28515, 1.37642], [1.94580, 0.49229, -2.40575], [1.65991, -1.44366, 0.09219], [-1.71618, -0.97648, -0.44813], [-0.45821, -1.11804, -1.64457], [-1.24455, 0.48860, -1.31627], [-1.30855, 1.56367, 0.98390], [-0.75113, 0.97407, 2.55881], [-2.09176, 0.14147, 1.73262]], "atomic_forces_ev_per_a": [[2.074, 0.875, 1.438], [-0.062, 0.102, 1.527], [0.333, 0.309, 0.059], [-0.873, -0.870, -1.938], [-0.105, -0.388, -1.206], [-1.045, 0.414, -0.366], [-0.592, -0.509, 0.306], [0.298, 0.109, 0.193], [-0.063, -0.061, 0.018], [-0.140, 0.104, 0.208], [-0.106, -0.048, -0.135], [0.224, 0.090, 0.036], [0.112, 0.021, -0.114], [-0.062, -0.050, 0.011], [-0.061, -0.021, 0.001], [0.069, -0.076, -0.037]], "mulliken_charge": [0.5527, -1.2276, -1.1987, 0.8913, -0.4497, -0.4698, -0.4194, -0.6976, 0.3544, 0.4679, 0.4755, 0.3717, 0.3278, 0.3071, 0.3623, 0.3521], "de_lowest_kj_mol": 380.4, "lumo_energy_ev": 0.42, "homo_lumo_gap_ev": 9.1}


No. 3
{"formula": "C18H35InN2S", "method": "the ωB97M-V functional and the def2-TZVPD basis", "symbols": ["C", "H", "H", "H", "C", "H", "H", "C", "H", "H", "H", "C", "C", "C", "C", "C", "C", "C", "C", "C", "C", "In", "H", "H", "H", "H", "H", "H", "H", "H", "H", "H", "H", "H", "H", "H", "H", "C", "N", "C", "C", "S", "N", "C", "C", "H", "H", "H", "H", "H", "H", "H", "H", "H", "H", "H", "H"], "coordinates": [[1.13706, 0.84067, -3.84484], [1.22544, 0.16167, -4.70333], [0.24404, 1.45785, -3.97754], [0.58080, -2.28511, 0.01832], [2.40141, 1.71499, -3.65038], [2.14991, 2.75491, -3.90168], [2.70234, 1.72526, -2.59139], [3.58097, 1.26296, -4.51612], [4.44984, 1.90190, -4.32710], [3.86953, 0.22576, -4.31325], [3.32971, 1.35099, -5.57824], [-1.76509, 1.16111, 0.35670], [-1.24346, 2.33474, -0.24412], [-1.52840, 2.28071, -1.63203], [-2.16772, 1.03874, -1.90137], [-2.35842, 0.37059, -0.65989], [-3.04206, -0.92152, -0.45127], [-2.54616, 0.51601, -3.23524], [-1.19616, 3.32112, -2.62934], [-0.55125, 3.43687, 0.45554], [-1.70243, 0.78874, 1.78557], [0.82072, -0.45010, -2.10306], [-3.42192, -0.14213, -3.14888], [-2.79987, 1.34237, -3.91471], [-1.73461, -0.06815, -3.70296], [-3.58136, -1.23630, -1.35156], [-2.33197, -1.71285, -0.17039], [-3.77161, -0.83787, 0.36900], [-1.29362, 1.61065, 2.38356], [-2.70376, 0.54589, 2.17199], [-1.06871, -0.09935, 1.93290], [0.12625, 3.97087, -0.21955], [-1.26733, 4.17118, 0.85375], [0.02703, 3.05350, 1.30322], [-0.19130, 3.18429, -3.05683], [-1.92637, 3.32159, -3.45045], [-1.22123, 4.31365, -2.15915], [2.39040, -1.24519, 1.36273], [1.81966, -1.91218, 2.53515], [2.79602, -2.37020, 3.52351], [0.57559, -2.44919, 2.48208], [-0.25830, -2.76302, 0.99055], [-0.08578, -2.78182, 3.60896], [0.32034, -2.25372, 4.90584], [-1.45200, -3.30115, 3.53449], [3.35644, -0.82288, 1.65694], [1.73550, -0.43189, 1.01561], [2.55632, -1.94041, 0.52628], [2.79634, -1.72791, 4.41346], [2.61750, -3.41195, 3.81621], [3.79054, -2.29827, 3.07345], [-0.55358, -2.30953, 5.55821], [1.11074, -2.86823, 5.35365], [0.64904, -1.20804, 4.83889], [-2.16810, -2.53221, 3.20463], [-1.50285, -4.16143, 2.85973], [-1.72403, -3.61697, 4.54374]], "atomic_forces_ev_per_a": [[-0.012, -0.021, 0.085], [-0.038, 0.283, -0.016], [0.069, -0.194, -0.248], [0.018, 0.018, 0.574], [-0.252, -0.123, -0.170], [0.163, -0.164, 0.092], [0.149, 0.121, -0.075], [0.011, 0.252, 0.117], [-0.080, -0.168, -0.059], [-0.070, 0.113, -0.020], [0.016, -0.082, 0.169], [0.311, 0.192, 0.478], [-0.047, 0.261, 0.206], [0.272, -0.029, -0.328], [-0.050, -0.247, -0.076], [-0.039, -0.522, -0.715], [-0.440, -0.162, -0.052], [-0.503, 0.100, -0.149], [-0.370, 0.497, 0.044], [0.290, 0.141, 0.068], [0.015, 0.253, 0.376], [0.067, -0.102, -0.031], [0.281, 0.166, -0.144], [0.142, -0.329, 0.100], [-0.197, 0.213, 0.126], [0.150, -0.013, 0.269], [-0.225, 0.268, -0.091], [0.186, -0.056, -0.169], [-0.123, -0.248, -0.048], [0.235, 0.024, -0.093], [-0.170, 0.148, -0.082], [-0.131, -0.063, 0.163], [0.078, -0.135, -0.083], [-0.087, 0.148, -0.126], [-0.220, -0.018, 0.120], [0.321, -0.035, 0.148], [0.071, -0.225, -0.156], [-0.056, 0.180, -0.186], [-0.831, -0.424, -0.487], [0.485, 0.034, 0.664], [0.703, 0.224, 1.010], [-0.248, -0.094, -0.261], [0.428, 0.562, -1.359], [0.128, 0.006, 0.706], [-0.230, -0.385, 0.030], [-0.319, -0.033, -0.106], [0.189, -0.284, 0.156], [0.062, 0.096, 0.216], [0.084, -0.253, -0.226], [0.022, 0.283, -0.137], [-0.267, -0.165, 0.055], [0.239, 0.141, -0.078], [-0.263, 0.262, -0.041], [-0.090, -0.310, -0.082], [0.273, -0.129, 0.054], [-0.044, 0.126, 0.196], [-0.055, -0.101, -0.330]], "mulliken_charge": [-1.0849, 0.6573, 0.3261, -0.1330, -0.2973, 0.2548, 0.3073, -1.3841, 0.3852, 0.3062, 0.3622, 0.7012, 0.2291, 0.9659, -0.0490, 0.6988, -0.9457, -1.2861, -1.3431, -1.7523, -1.1079, 0.5030, 0.4785, 0.3040, 0.1696, 0.3821, -0.0516, 0.3270, 0.4684, 0.3948, 0.0537, 0.4615, 0.3326, 0.4440, 0.1780, 0.3905, 0.4817, -1.1072, 0.2267, -1.2365, 0.5937, -0.0710, 0.0640, -1.1707, -1.1120, 0.4753, 0.1138, 0.4363, 0.3379, 0.3984, 0.5057, 0.4519, 0.3434, 0.4070, 0.3748, 0.4272, 0.4123], "de_lowest_kj_mol": 201.1, "lumo_energy_ev": [-8.51, -8.46], "homo_lumo_gap_ev": [4.3, 4.4], "total_charge": 2}


Summary of max |F| in eV/A
5.543, 2.671, 1.532
(order as listed above)